--- i ---
{"formula": "CH12NO3", "method": "the ωB97M-V functional and the def2-TZVPD basis", "orbital_gap_ev": 11.47, "charge": 1, "molar_mass_da": 86.111, "homo_ev": -14.483, "species": ["C", "N", "H", "H", "H", "H", "H", "H", "H", "H", "O", "H", "H", "O", "H", "H", "O"], "xyz": [[-0.708, -0.524, 0.695], [0.645, -0.119, 1.228], [-0.810, -1.593, 0.816], [-0.721, -0.174, -0.327], [-1.397, 0.070, 1.291], [1.309, -0.929, 1.098], [1.124, 0.579, 0.636], [0.727, 0.162, 2.202], [2.351, -2.833, 0.317], [1.805, -3.276, 1.673], [1.622, -2.688, 0.926], [0.550, 1.839, -1.485], [1.812, 2.479, -0.977], [1.144, 1.832, -0.727], [-3.704, 1.359, -2.116], [-2.911, 2.067, -3.068], [-2.838, 1.751, -2.181]]}

--- ii ---
{"formula": "CH12NO3", "method": "the ωB97M-V functional and the def2-TZVPD basis", "orbital_gap_ev": 12.48, "charge": 1, "molar_mass_da": 86.111, "homo_ev": -15.533, "species": ["C", "N", "H", "H", "H", "H", "H", "H", "H", "H", "O", "H", "H", "O", "H", "H", "O"], "xyz": [[-1.566, 0.393, 0.784], [-0.284, 0.203, 0.032], [-1.558, -0.068, 1.774], [-2.123, 1.313, 1.061], [-2.448, -0.108, 0.354], [-0.503, -0.242, -0.849], [0.375, -0.417, 0.536], [0.104, 1.225, -0.055], [-1.446, -2.952, -1.120], [-0.692, -2.375, -2.413], [-0.768, -2.344, -1.450], [1.559, 2.814, -0.485], [0.470, 2.694, -1.620], [0.719, 2.501, -0.646], [3.164, -1.034, 0.734], [2.642, -0.677, 2.072], [2.355, -0.926, 1.290]]}

Least stable structure: ii